(1)
{"formula": "C4H7FeO4", "method": "ωB97M-V with the def2-TZVPD basis set", "species": ["O", "C", "O", "Fe", "O", "C", "H", "H", "H", "C", "C", "O", "H", "H", "H", "H"], "xyz": [[1.666083, -0.446091, 1.991234], [1.826174, 0.448892, 1.189006], [2.887770, 0.969158, 0.716206], [2.083190, 1.451748, -0.999454], [0.784774, 0.732614, 0.276563], [-0.289735, -1.422716, -1.072517], [0.085199, -2.196218, -0.388396], [-0.871452, -1.996500, -1.806387], [0.559868, -0.939624, -1.572181], [-0.658790, 0.428270, 0.652652], [-1.282499, -0.314286, -0.493571], [-1.261211, 1.610968, 1.012957], [-0.641869, -0.192403, 1.555812], [-1.568068, 0.398108, -1.283419], [-2.182987, -0.807242, -0.104199], [-1.136443, 2.275324, 0.325697]], "forces_ev_per_angstrom": [[0.145, 2.310, -0.603], [-0.297, -4.518, 1.784], [0.774, 1.467, -1.307], [0.490, -0.187, 0.823], [-1.488, 0.873, -0.201], [-1.435, 0.353, -0.124], [-0.123, 0.676, 0.304], [0.370, 0.296, -0.119], [-0.088, -0.233, -0.088], [-0.396, 0.016, 0.471], [1.232, -1.110, -0.465], [0.518, -0.093, 0.007], [0.538, 0.172, -0.263], [-0.002, -0.313, 0.099], [0.158, 0.287, -0.197], [-0.398, 0.004, -0.122]], "lowdin_spin": [0.025, 0.011, 0.125, 3.743, 0.074, 0.004, 0.000, 0.000, 0.002, 0.010, 0.001, 0.003, 0.001, 0.000, 0.000, 0.000], "spin_multiplicity": 5, "total_charge": 1, "e_tot_ev": -46829.20282, "lumo_ev": [-7.22, -7.69]}



(2)
{"formula": "C4H7HgO3", "method": "ωB97M-V with the def2-TZVPD basis set", "species": ["H", "O", "C", "O", "Hg", "O", "C", "H", "C", "H", "H", "C", "H", "H", "H"], "xyz": [[1.260204, -1.690385, 1.284040], [-1.179807, 0.533842, 0.169453], [0.114637, 0.254380, 0.033327], [0.904279, 1.194847, 0.069680], [2.947662, 0.484742, -0.367109], [0.440472, -0.973951, -0.514507], [1.611869, -1.434878, 0.266142], [1.866448, -2.449975, -0.090332], [-2.193665, -0.411334, -0.213931], [-2.044717, -0.690694, -1.265619], [-2.089159, -1.312193, 0.404941], [-3.530083, 0.261579, -0.009397], [-3.638345, 0.616511, 1.024244], [-3.641325, 1.117578, -0.688591], [-4.335349, -0.455608, -0.217098]], "forces_ev_per_angstrom": [[0.225, 0.876, -0.069], [0.738, -0.314, 0.300], [-0.447, 0.805, -3.215], [-2.325, -0.434, 1.376], [2.115, -1.280, -0.047], [-0.621, 1.239, 2.418], [0.119, -1.290, -0.227], [0.149, 0.803, -0.599], [-0.013, -0.633, -0.047], [0.018, 0.051, 0.279], [-0.051, 0.188, -0.173], [-0.176, 0.135, 0.032], [0.041, -0.110, -0.276], [0.024, -0.220, 0.211], [0.202, 0.183, 0.035]], "lowdin_spin": [0.015, 0.001, 0.009, 0.073, 0.541, 0.043, 0.310, 0.007, 0.001, 0.000, 0.000, 0.000, 0.000, 0.000, 0.000], "spin_multiplicity": 2, "e_above_lowest_kj_mol": 206.8, "e_tot_ev": -14575.76730, "lumo_ev": [0.63, -0.92]}



Looking at strongest force on any atom for the records above, in order, we have 4.87, 3.34 eV/A.